No. 1
This record from the OMol25 dataset describes a molecular structure, C17H24BaN4O5. The level of theory is wB97M-V/def2-TZVPD.

Calculated values
- Lowest unoccupied orbital energy: -1.034 eV
- HOMO: -0.194 hartree
- F_max: 5.3 eV/Å

The geometry in ORCA input format:
```
! RIJCOSX wB97M-V def2-TZVPD def2/J DEFGRID3
* xyz 0 1
O 1.862 1.720 -0.078
H 2.051 1.712 0.879
Ba -1.169 0.584 0.166
N -1.500 -0.626 -2.393
N 0.807 -0.750 -1.418
O -2.652 -0.315 -2.929
O 2.022 -0.657 -0.923
C -0.629 -1.315 -3.163
C 0.671 -1.429 -2.581
C -0.952 -1.862 -4.506
C 1.782 -2.155 -3.256
H -1.965 -1.583 -4.806
H -0.874 -2.959 -4.517
H -0.242 -1.474 -5.249
H 2.575 -2.386 -2.537
H 2.215 -1.553 -4.070
H 1.427 -3.092 -3.703
H -3.136 0.557 -1.787
H 2.005 0.732 -0.407
O -1.316 -2.013 0.899
H -1.157 -2.308 1.818
H -1.183 -2.801 0.340
C 3.002 3.013 -1.143
H 3.591 3.721 -1.745
H 3.202 2.053 -1.604
H 3.405 3.122 -0.143
O -3.172 1.059 -0.860
H 1.979 3.356 -1.252
H -4.036 1.507 -0.811
C 2.090 -1.282 3.792
C 1.355 -0.940 2.647
N 0.339 -0.060 2.673
C -0.004 0.528 3.839
C 0.714 0.249 5.052
C 1.771 -0.679 4.997
C 0.336 0.931 6.246
C -0.701 1.834 6.267
C -1.461 2.130 5.098
C -2.529 3.051 5.091
C -3.220 3.291 3.915
C -2.827 2.615 2.748
N -1.809 1.733 2.728
C -1.122 1.477 3.866
H 2.898 -2.004 3.703
H 1.590 -1.383 1.675
H 2.315 -0.901 5.914
H 0.900 0.714 7.156
H -0.970 2.348 7.193
H -2.785 3.556 6.022
H -4.051 3.990 3.865
H -3.347 2.786 1.798
*
```

Results of the Löwdin charge analysis, in e, for atoms 1 through 5: O -0.28; H 0.04; Ba 2.00; N -0.20; N -0.21


No. 2
This record from the OMol25 dataset describes a molecular structure, C57H52Cl5GeN5ORuS4Se. The level of theory is wB97M-V/def2-TZVPD.

Calculated values
- Lowest unoccupied orbital energy (spin up / spin down): -2.615 / -2.613 eV
- HOMO (spin up / spin down): -0.335 / -0.332 hartree
- F_max: 2.2 eV/Å

The geometry in ORCA input format:
```
! RIJCOSX wB97M-V def2-TZVPD def2/J DEFGRID3
* xyz 1 2
Ru 0.154 0.103 -0.065
N -1.035 -0.728 1.339
S -1.373 -1.176 2.662
N -0.397 -0.873 3.981
S 0.932 -1.604 4.268
N 2.012 -1.681 3.156
S 2.489 -0.365 2.268
N 1.604 0.271 1.324
C 3.946 -1.088 1.546
C 4.396 -2.370 1.835
C 5.469 -2.877 1.113
C 6.071 -2.107 0.128
C 5.609 -0.823 -0.147
C 4.537 -0.307 0.560
C 3.109 0.920 3.340
C 4.409 0.903 3.825
C 4.861 1.995 4.554
C 4.015 3.069 4.797
C 2.711 3.063 4.312
C 2.254 1.989 3.567
C 1.519 -0.860 5.754
C 2.775 -1.266 6.188
C 3.270 -0.742 7.368
C 2.511 0.170 8.093
C 1.256 0.556 7.646
C 0.743 0.034 6.467
C 0.754 -3.281 4.772
C -0.132 -3.516 5.816
C -0.255 -4.804 6.305
C 0.507 -5.829 5.756
C 1.387 -5.572 4.716
C 1.522 -4.285 4.216
C -1.747 -2.932 2.649
C -0.964 -3.700 1.800
C -1.240 -5.051 1.666
C -2.296 -5.620 2.368
C -3.075 -4.840 3.211
C -2.802 -3.486 3.363
C -2.864 -0.448 3.307
C -3.144 -0.381 4.669
C -4.357 0.158 5.076
C -5.260 0.623 4.127
C -4.958 0.559 2.772
C -3.754 0.015 2.352
H 3.901 -2.957 2.595
H 5.829 -3.879 1.316
H 6.901 -2.513 -0.439
H 6.078 -0.228 -0.923
H 4.137 0.679 0.343
H 5.061 0.058 3.630
H 5.881 2.013 4.920
H 4.377 3.922 5.358
H 2.053 3.901 4.502
H 1.262 1.977 3.134
H 3.348 -1.978 5.603
H 4.247 -1.044 7.724
H 2.905 0.584 9.013
H 0.672 1.268 8.216
H -0.229 0.326 6.086
H -0.709 -2.697 6.236
H -0.941 -5.008 7.118
H 0.412 -6.835 6.145
H 1.973 -6.377 4.290
H 2.194 -4.057 3.397
H -0.161 -3.232 1.245
H -0.635 -5.654 0.998
H -2.518 -6.675 2.251
H -3.906 -5.281 3.750
H -3.422 -2.874 4.005
H -2.418 -0.733 5.390
H -4.596 0.215 6.132
H -6.206 1.046 4.449
H -5.660 0.936 2.037
H -3.486 -0.045 1.303
Cl -3.180 6.995 -0.161
C -2.608 5.390 -0.422
C -2.182 4.610 0.647
Cl -2.215 5.252 2.247
C -1.730 3.314 0.429
Cl -1.203 2.329 1.749
C -1.623 2.749 -0.855
O -1.170 1.561 -1.095
C -2.066 3.569 -1.920
Cl -1.950 2.911 -3.511
C -2.558 4.850 -1.711
Cl -3.106 5.784 -3.046
C 1.377 3.124 -0.649
C 1.924 2.074 -1.564
C 2.851 2.510 -2.543
C 3.533 1.619 -3.294
C 3.331 0.242 -3.073
C 4.103 -0.735 -3.732
C 3.888 -2.058 -3.475
C 2.882 -2.442 -2.572
C 2.102 -1.512 -1.923
S 0.827 -2.043 -0.852
C 2.331 -0.134 -2.145
N 1.607 0.797 -1.423
H 2.214 3.663 -0.199
H 0.794 2.699 0.152
H 0.773 3.851 -1.195
H 3.013 3.575 -2.663
H 4.254 1.944 -4.038
H 4.861 -0.416 -4.439
H 4.492 -2.813 -3.966
H 2.695 -3.493 -2.372
C -5.680 -1.828 -0.410
Ge -4.708 -2.926 -1.705
C -5.227 -4.805 -1.541
C -5.060 -2.278 -3.512
C -2.796 -2.735 -1.266
Se -2.262 -0.865 -1.449
C -1.581 -0.958 -3.258
H -6.742 -1.791 -0.667
H -5.286 -0.809 -0.425
H -5.582 -2.234 0.601
H -6.282 -4.924 -1.800
H -5.079 -5.160 -0.518
H -4.635 -5.426 -2.218
H -6.125 -2.383 -3.731
H -4.501 -2.852 -4.254
H -4.795 -1.222 -3.601
H -2.134 -3.363 -1.867
H -2.648 -2.990 -0.214
H -2.390 -1.153 -3.958
H -0.829 -1.745 -3.302
H -1.133 0.013 -3.462
*
```

Results of the Löwdin charge analysis, in e, for atoms 1 through 5: Ru 0.98; N -0.46; S 0.75; N -0.34; S 0.87


No. 3
This record from the OMol25 dataset describes a molecular structure, C39H48P2PbSi. The level of theory is wB97M-V/def2-TZVPD.

Calculated values
- Lowest unoccupied orbital energy: -0.609 eV
- HOMO: -0.284 hartree
- F_max: 1.7 eV/Å

The geometry in ORCA input format:
```
! RIJCOSX wB97M-V def2-TZVPD def2/J DEFGRID3
* xyz 0 1
Pb -1.305 1.678 2.029
C 2.294 5.480 -0.101
C 2.248 4.390 -0.872
C 3.263 3.301 -1.082
C 3.119 2.121 -0.088
C 3.594 2.367 1.308
C 3.864 3.554 1.864
C 4.386 4.781 1.202
C 3.384 5.904 0.828
C -0.528 1.140 4.078
H 1.496 6.227 -0.233
H 1.364 4.252 -1.517
H 4.293 3.671 -1.137
H 3.082 2.870 -2.085
H 2.047 1.832 -0.048
H 3.638 1.253 -0.528
H 3.530 1.470 1.950
H 3.743 3.633 2.951
H 4.918 4.479 0.297
H 5.098 5.245 1.917
H 2.977 6.377 1.735
H 3.950 6.717 0.331
H -1.141 1.690 4.811
H 0.535 1.421 4.152
H -0.659 0.062 4.171
P -2.254 -2.438 -2.264
P -0.929 -4.429 -0.238
C -0.616 -3.147 -2.645
C -0.170 -4.170 -1.862
C -3.139 -2.990 -3.806
C -2.470 -3.394 -4.973
C -3.195 -3.867 -6.075
C -4.587 -3.960 -6.005
C -5.259 -3.592 -4.831
C -4.540 -3.120 -3.736
C -1.821 -0.674 -2.528
C -0.950 -0.097 -1.583
C -0.555 1.234 -1.715
C -1.021 1.998 -2.795
C -1.883 1.421 -3.732
C -2.299 0.090 -3.599
C -0.808 -6.301 -0.308
C -1.542 -6.972 -1.305
C -1.468 -8.361 -1.428
C -0.665 -9.101 -0.547
C 0.054 -8.441 0.459
C -0.027 -7.049 0.586
C 0.523 -4.002 0.804
C 0.290 -3.909 2.191
C 1.347 -3.658 3.061
C 2.643 -3.483 2.559
C 2.870 -3.539 1.181
C 1.810 -3.785 0.301
H -0.067 -2.759 -3.509
H 0.633 -4.855 -2.142
H -1.387 -3.358 -5.030
H -2.658 -4.162 -6.976
H -5.147 -4.328 -6.867
H -6.348 -3.678 -4.778
H -5.061 -2.851 -2.812
H -0.562 -0.702 -0.756
H 0.119 1.685 -0.981
H -0.707 3.040 -2.900
H -2.230 2.003 -4.585
H -2.961 -0.364 -4.335
H -2.164 -6.404 -1.997
H -2.039 -8.875 -2.206
H -0.606 -10.189 -0.642
H 0.677 -9.014 1.148
H 0.535 -6.553 1.374
H -0.724 -4.047 2.578
H 1.164 -3.607 4.134
H 3.477 -3.303 3.242
H 3.874 -3.397 0.778
H 1.997 -3.821 -0.773
C 0.339 6.826 2.749
Si -0.908 5.567 3.438
C -0.582 5.522 5.302
C -2.581 6.383 3.237
C -0.485 3.865 2.655
H -0.119 7.811 2.584
H 0.745 6.509 1.780
H 1.198 6.987 3.414
H -1.067 6.381 5.782
H -0.986 4.622 5.769
H 0.490 5.599 5.523
H -2.829 6.639 2.198
H -3.413 5.810 3.662
H -2.524 7.334 3.798
H 0.084 4.080 1.727
H 0.297 3.423 3.321
*
```

Results of the Löwdin charge analysis, in e, for atoms 1 through 5: Pb 1.09; C -0.13; C -0.11; C -0.20; C -0.19


No. 4
This record from the OMol25 dataset describes a molecular structure, C25H34B2Cl2F4N7O4Ti. The level of theory is wB97M-V/def2-TZVPD.

Calculated values
- Lowest unoccupied orbital energy (spin up / spin down): -3.845 / -5.482 eV
- HOMO (spin up / spin down): -0.411 / -0.435 hartree
- F_max: 0.6 eV/Å

The geometry in ORCA input format:
```
! RIJCOSX wB97M-V def2-TZVPD def2/J DEFGRID3
* xyz 1 3
Ti 0.074 -0.019 0.435
C 2.959 -3.343 1.207
C 1.797 -2.436 1.002
N 1.882 -1.291 0.421
O 3.104 -0.988 -0.026
B 3.499 0.343 -0.654
F 4.198 -0.010 -1.785
F 4.250 1.064 0.238
O 2.305 1.199 -0.989
N 1.174 0.510 -1.286
C 1.000 -0.006 -2.444
C 1.908 0.155 -3.605
C -0.192 -0.889 -2.491
N -0.751 -1.068 -1.345
O -1.864 -1.823 -1.373
B -2.043 -2.893 -0.326
F -1.144 -3.911 -0.610
F -3.356 -3.248 -0.361
O -1.781 -2.354 1.074
N -0.476 -1.958 1.161
C 0.418 -2.860 1.353
C 0.153 -4.258 1.783
C -0.654 -1.553 -3.737
H 3.885 -2.778 1.197
H 3.007 -4.077 0.399
H 2.860 -3.890 2.143
H 2.617 0.957 -3.423
H 1.324 0.356 -4.503
H 2.476 -0.764 -3.763
H -0.907 -4.405 1.961
H 0.717 -4.463 2.695
H 0.482 -4.960 1.018
H 0.143 -1.611 -4.472
H -1.484 -0.988 -4.168
H -1.026 -2.548 -3.502
C 2.054 -0.499 3.287
N 1.144 0.508 2.711
C 0.150 0.832 3.763
C 1.845 1.707 2.316
C 3.097 2.072 2.775
C 3.703 3.218 2.281
C 3.080 3.990 1.312
C 1.818 3.653 0.868
C 1.173 2.532 1.402
N -0.087 2.071 1.007
C -1.136 2.885 0.783
C -1.130 4.290 0.972
C -2.219 5.037 0.597
C -3.341 4.406 0.064
C -3.412 3.018 -0.020
C -2.344 2.241 0.379
N -2.376 0.809 0.473
C -2.753 0.472 1.879
C -3.439 0.238 -0.379
H 2.904 -0.665 2.630
H 2.420 -0.176 4.265
H 1.501 -1.426 3.432
H 0.665 1.097 4.691
H -0.457 1.679 3.459
H -0.486 -0.035 3.945
H 3.630 1.463 3.490
H 4.693 3.482 2.627
H 3.594 4.840 0.885
H 1.338 4.202 0.072
H -0.268 4.753 1.425
H -2.212 6.110 0.726
H -4.195 4.997 -0.241
H -4.325 2.569 -0.379
H -3.779 0.798 2.074
H -2.686 -0.606 2.010
H -2.100 0.982 2.576
H -3.488 -0.829 -0.205
H -4.414 0.653 -0.115
H -3.229 0.419 -1.432
Cl -1.239 2.516 -2.735
C -2.706 2.764 -3.706
Cl -3.406 1.229 -4.221
H -2.437 3.347 -4.578
H -3.427 3.283 -3.086
*
```

Results of the Löwdin charge analysis, in e, for atoms 1 through 5: Ti 1.15; C 0.02; C -0.25; N 0.00; O 0.07


No. 5
This record from the OMol25 dataset describes a gas-phase ion, C4H11N2O (charge +1). The level of theory is wB97M-V/def2-TZVPD.

Calculated values
- Lowest unoccupied orbital energy: -3.565 eV
- HOMO: -0.515 hartree
- F_max: 3.9 eV/Å

The geometry in ORCA input format:
```
! RIJCOSX wB97M-V def2-TZVPD def2/J DEFGRID3
* xyz 1 1
N 0.024 2.175 -0.276
C 0.367 0.801 0.263
C -0.193 0.753 1.725
C -0.351 -0.328 -0.604
N 0.082 -1.624 -0.658
C 1.170 -2.149 0.183
O -1.376 0.121 -1.101
H 0.608 2.422 -1.019
H -0.961 2.320 -0.525
H 0.282 2.888 0.528
H 1.483 0.540 0.312
H -1.243 1.102 1.749
H -0.323 -0.290 2.106
H 0.434 1.258 2.454
H -0.493 -2.417 -0.965
H 1.000 -2.038 1.259
H 2.172 -1.801 0.013
H 1.347 -3.278 0.028
*
```

Results of the natural (NBO) charge analysis, in e, for atoms 1 through 5: N -0.67; C -0.14; C -0.65; C 0.67; N -0.60


No. 6
This record from the OMol25 dataset describes a molecular structure, C33H37AsCl4InN3O6Te. The level of theory is wB97M-V/def2-TZVPD.

Calculated values
- Lowest unoccupied orbital energy: 0.072 eV
- HOMO: -0.240 hartree
- F_max: 0.8 eV/Å

The geometry in ORCA input format:
```
! RIJCOSX wB97M-V def2-TZVPD def2/J DEFGRID3
* xyz 0 1
In -1.696 -0.276 -0.981
Cl -4.494 -1.532 5.196
C -4.079 -0.787 3.688
C -4.399 0.543 3.456
Cl -5.211 1.478 4.667
C -4.060 1.129 2.225
Cl -4.502 2.776 1.861
C -3.383 0.411 1.247
O -3.021 0.966 0.085
C -3.052 -0.959 1.477
O -2.413 -1.618 0.524
C -3.426 -1.535 2.693
Cl -3.067 -3.218 2.929
C 4.928 1.409 3.675
O 4.069 0.907 2.657
C 4.194 -0.406 2.339
C 5.130 -1.260 2.888
C 5.150 -2.603 2.509
C 4.221 -3.074 1.603
C 3.269 -2.212 1.058
C 3.261 -0.869 1.401
N 2.345 0.091 0.917
C 1.322 -0.134 0.023
N 1.684 -0.819 -1.088
C 0.937 -1.464 -2.133
C -0.443 -1.433 -2.298
C -0.971 -2.132 -3.400
C -0.169 -2.828 -4.286
C 1.214 -2.853 -4.098
C 1.755 -2.174 -3.025
O 3.088 -2.145 -2.734
C 3.957 -2.831 -3.622
N 0.140 0.375 0.218
C -0.160 0.866 1.539
C -0.736 2.115 1.705
C -1.116 2.577 2.961
C -0.924 1.766 4.067
C -0.352 0.505 3.925
C 0.025 0.051 2.666
O 0.596 -1.147 2.441
C 0.709 -2.037 3.554
H 5.975 1.326 3.381
H 4.772 0.877 4.614
H 4.673 2.455 3.806
H 5.842 -0.896 3.617
H 5.890 -3.269 2.938
H 4.211 -4.121 1.323
H 2.514 -2.607 0.389
H 2.160 0.838 1.569
H 2.670 -1.007 -1.142
H -2.042 -2.121 -3.567
H -0.601 -3.360 -5.130
H 1.846 -3.406 -4.778
H 4.962 -2.667 -3.256
H 3.869 -2.440 -4.636
H 3.745 -3.902 -3.629
H -0.947 2.698 0.820
H -1.600 3.540 3.063
H -1.230 2.103 5.051
H -0.220 -0.126 4.794
H 1.090 -2.971 3.156
H -0.262 -2.210 4.016
H 1.409 -1.648 4.297
C -4.908 -1.348 -4.051
Te -4.497 -0.793 -2.054
C -5.102 1.212 -2.353
H -5.975 -1.224 -4.236
H -4.633 -2.397 -4.166
H -4.322 -0.733 -4.733
H -4.514 1.647 -3.161
H -4.892 1.725 -1.413
H -6.164 1.235 -2.586
C -0.210 3.264 -4.367
As -0.555 2.944 -2.522
C 1.137 2.991 -1.639
C -1.591 4.398 -1.855
O -1.339 1.493 -2.339
H 0.246 4.243 -4.514
H -1.154 3.202 -4.899
H 0.455 2.480 -4.721
H 1.691 3.868 -1.974
H 1.677 2.081 -1.896
H 0.987 3.031 -0.562
H -1.087 5.345 -2.043
H -1.738 4.251 -0.788
H -2.556 4.377 -2.353
*
```

Results of the Löwdin charge analysis, in e, for atoms 1 through 5: In 0.64; Cl 0.64; C -0.71; C -0.72; Cl 0.64